(1)
Here is a structure of composition C2H4ORb at a distorted geometry from the Open Molecules 2025 dataset. Energies are from ωB97M-V/def2-TZVPD.

```
8
Properties=species:S:1:pos:R:3:nbo_charge:R:1
C -0.58779 0.90341 -0.05230 -0.6836
C 0.25210 -0.13229 0.32855 0.1784
O 1.03270 -0.79531 -0.48922 -0.8924
Rb -0.02960 -2.48786 -3.18885 0.0345
H -1.39029 1.19817 0.63006 0.1681
H -0.25251 1.60526 -0.82586 0.1709
H -0.17274 -0.77557 1.13431 0.0988
H 1.14813 0.48418 2.46330 -0.0747
```

Values from the calculation:
* E_LUMO (alpha / beta): 2.93 / 2.42 eV
* total charge: -1
* energy above the lowest of the compared OMol25 structures with the same formula, charge and spin: 9.5 kcal/mol


(2)
Here is a cluster of 2 separate species, C2H4OS in total at a distorted geometry from the Open Molecules 2025 dataset. Energies are from ωB97M-V/def2-TZVPD.

```
8
Properties=species:S:1:pos:R:3:nbo_charge:R:1
C 0.02049 0.94815 0.72769 -0.5428
C 0.14922 -0.29683 -0.16282 0.0848
O -0.12942 -0.35172 -1.48563 -0.7129
S -1.15780 -0.42782 0.95847 0.1431
H 0.85309 1.31162 1.34854 0.2494
H -0.66515 1.69321 0.17226 0.2420
H 1.30006 -1.59528 0.23388 0.0400
H -0.37049 -1.28134 -1.79240 0.4963
```

Values from the calculation:
* E_LUMO: 0.23 eV
* total charge: 0
* energy above the lowest of the compared OMol25 structures with the same formula, charge and spin: 95.4 kcal/mol


(3)
Here is a cluster of 2 separate species, C2H4OS2 in total at a distorted geometry from the Open Molecules 2025 dataset. Energies are from ωB97M-V/def2-TZVPD.

```
9
Properties=species:S:1:pos:R:3:nbo_charge:R:1
C 0.37365 -0.91496 -0.31400 -0.1176
C 0.85713 -2.11272 0.42904 -0.7333
O -1.11535 3.43015 -1.17918 -0.8044
S -0.22398 0.54670 -0.44041 0.2531
S -0.85945 3.28493 0.51073 0.1653
H 0.34063 -2.15779 1.45476 0.2391
H 1.85245 -1.84679 0.68352 0.2610
H 0.75040 -3.09517 0.00620 0.2497
H -1.97547 2.86564 -1.15066 0.4872
```

Values from the calculation:
* E_LUMO (alpha / beta): -1.31 / -0.24 eV
* total charge: 0
* energy above the lowest of the compared OMol25 structures with the same formula, charge and spin: 94.2 kcal/mol


(4)
Here is a cluster of 2 separate species, C2H4OS2 in total at a distorted geometry from the Open Molecules 2025 dataset. Energies are from ωB97M-V/def2-TZVPD.

```
9
Properties=species:S:1:pos:R:3:nbo_charge:R:1
C 1.23574 -0.00150 0.93082 -0.3405
C 0.32859 -0.57957 0.11860 -0.4409
O -1.14806 1.65194 -0.20081 -0.8925
S -2.52156 -0.88671 0.07624 -0.2121
S -1.10540 0.26527 -0.68126 1.2152
H 1.92708 -0.52268 1.63443 0.2263
H 1.41573 1.14322 0.87395 0.2176
H 0.32420 -1.60673 0.25458 0.2249
H -0.45630 0.53676 -3.00656 0.0021
```

Values from the calculation:
* E_LUMO (alpha / beta): -2.78 / -1.07 eV
* total charge: 0
* energy above the lowest of the compared OMol25 structures with the same formula, charge and spin: 126.4 kcal/mol


(5)
Here is the molecule C2H4OS2 at a distorted geometry from the Open Molecules 2025 dataset. Energies are from ωB97M-V/def2-TZVPD.

```
9
Properties=species:S:1:pos:R:3:nbo_charge:R:1
O 1.65688 -0.00175 -0.04160 -0.6525
C 0.47573 0.35257 -0.51668 0.2372
S 0.13670 0.69747 -2.08144 -0.1004
C -0.49355 0.30360 0.63581 -0.6240
S -1.03138 -1.37565 0.97531 0.0038
H 2.31662 0.00628 -0.74086 0.5011
H -1.37561 0.94551 0.43766 0.2475
H 0.06122 0.65167 1.51161 0.2499
H -1.74662 -1.57970 -0.17980 0.1373
```

Values from the calculation:
* SMILES: OC(=S)CS
* E_LUMO: 0.15 eV
* total charge: 0
* energy above the lowest of the compared OMol25 structures with the same formula, charge and spin: 0.0 kcal/mol


(6)
Here is a cluster of 2 separate species, C2H4OS2 in total at a distorted geometry from the Open Molecules 2025 dataset. Energies are from ωB97M-V/def2-TZVPD.

```
9
Properties=species:S:1:pos:R:3:nbo_charge:R:1
C 0.32795 -0.25924 0.19761 -0.1873
C -0.97226 -0.57526 -0.39201 -0.7184
O 0.68995 4.22114 0.25484 -0.7824
S 1.22608 0.45524 1.20253 0.1939
S 1.70306 4.12169 -1.00078 0.2990
H -1.35306 0.38853 -0.87993 0.2442
H -1.67137 -0.88235 0.26248 0.2321
H -0.74438 -1.18906 -1.21269 0.2345
H 0.15529 4.96283 0.09737 0.4845
```

Values from the calculation:
* E_LUMO (alpha / beta): 0.30 / -1.50 eV
* total charge: 0
* energy above the lowest of the compared OMol25 structures with the same formula, charge and spin: 29.7 kcal/mol
* spin multiplicity: 3